1.
{
  "formula": "C6H10O",
  "method": "wB97M-V/def2-TZVPD",
  "e_lumo_ev": 0.11,
  "molar_mass_g_mol": 98.14,
  "spin_multiplicity": 1,
  "total_energy_ha": -309.6815,
  "gap_ha": 0.3066,
  "charge": 0,
  "e_above_lowest_kj_mol": 422.4,
  "species": ["C", "C", "C", "C", "O", "C", "C", "H", "H", "H", "H", "H", "H", "H", "H", "H", "H"],
  "positions_angstrom": [[0.749, -2.252, -0.857], [0.357, -0.848, -1.119], [-0.892, -0.390, -0.434], [-0.660, 0.870, 0.424], [-1.822, 1.391, 1.020], [0.491, 1.740, 0.017], [0.625, 0.815, 1.199], [0.923, -2.687, -1.853], [1.768, -2.188, -0.425], [0.108, -2.895, -0.220], [-1.387, -1.152, 0.191], [-1.565, -0.130, -1.272], [-1.964, 2.280, 0.668], [0.472, 2.799, 0.281], [0.951, 1.424, -0.913], [0.658, 1.346, 2.143], [1.187, -0.122, 1.150]],
  "forces_ev_per_angstrom": [[-0.2, 0.2, -0.1], [-0.1, -0.2, 0.4], [0.0, -0.1, 0.1], [0.4, -0.2, -0.2], [0.3, 0.2, -0.2], [-0.1, 0.0, -0.3], [-0.2, -0.2, 0.4], [0.0, -0.2, 0.3], [-0.3, 0.0, -0.2], [0.1, 0.3, -0.3], [0.0, 0.1, 0.0], [0.1, 0.0, 0.1], [0.0, -0.3, 0.0], [-0.1, -0.3, -0.3], [0.1, 0.4, 0.1], [-0.1, -0.3, 0.1], [0.0, 0.5, 0.0]],
  "mulliken_charge": [-1.0215, -0.3763, -0.2635, 0.6120, -0.5542, -0.6907, -0.6201, 0.3534, 0.3030, 0.3140, 0.3201, 0.3002, 0.3747, 0.2977, 0.2651, 0.3003, 0.0858]
}

***

2.
{
  "formula": "C6H10O2",
  "method": "wB97M-V/def2-TZVPD",
  "e_lumo_ev": 0.80,
  "molar_mass_g_mol": 114.14,
  "spin_multiplicity": 1,
  "total_energy_ha": -385.0367,
  "smiles": "C=C(C)CCC(=O)O",
  "gap_ha": 0.3687,
  "charge": 0,
  "e_above_lowest_kj_mol": 172.4,
  "species": ["C", "C", "C", "C", "C", "C", "O", "O", "H", "H", "H", "H", "H", "H", "H", "H", "H", "H"],
  "positions_angstrom": [[-0.462, -1.366, 1.363], [-1.191, -0.553, 0.580], [-2.426, 0.132, 0.994], [-0.924, -0.215, -0.875], [0.124, 0.918, -1.116], [1.311, 0.551, -0.401], [1.550, 0.766, 0.784], [2.173, -0.248, -1.192], [-0.794, -1.789, 2.258], [0.451, -1.730, 1.077], [-2.985, -0.364, 1.689], [-2.283, 1.100, 1.360], [-3.007, 0.182, 0.175], [-2.012, 0.175, -1.246], [-0.763, -0.972, -1.668], [-0.073, 1.937, -0.713], [0.216, 0.999, -2.292], [2.878, -0.472, -0.651]],
  "forces_ev_per_angstrom": [[-1.9, 1.3, -1.5], [0.9, -1.2, 0.0], [1.5, -0.5, 0.9], [-2.5, 1.7, -1.5], [-1.6, 1.3, -2.6], [3.4, -1.7, 1.5], [-0.3, -0.2, -2.5], [-3.3, 1.8, -0.6], [-0.7, 0.1, 1.6], [2.1, -0.9, -1.1], [-1.2, -1.5, 2.3], [0.5, 1.7, 0.5], [-2.4, 0.5, -2.6], [2.8, -0.5, 0.5], [0.5, -0.3, 1.2], [-0.8, -0.8, -0.3], [0.3, -0.1, 2.5], [2.4, -0.8, 1.8]],
  "mulliken_charge": [-1.1274, 1.0356, -1.7464, -0.7073, -0.2598, 0.3549, -0.5285, -0.4606, 0.3371, 0.3163, 0.4839, 0.3116, 0.5129, 0.1921, 0.3953, 0.2708, 0.2859, 0.3335]
}

***

3.
{
  "formula": "C6H10O2",
  "method": "wB97M-V/def2-TZVPD",
  "e_lumo_ev": 0.87,
  "molar_mass_g_mol": 114.14,
  "spin_multiplicity": 1,
  "total_energy_ha": -385.0096,
  "smiles": "CO/C=C\\C=C/CO",
  "gap_ha": 0.3254,
  "charge": 0,
  "e_above_lowest_kj_mol": 243.6,
  "species": ["C", "O", "C", "C", "C", "C", "C", "O", "H", "H", "H", "H", "H", "H", "H", "H", "H", "H"],
  "positions_angstrom": [[0.773, 1.890, -1.777], [0.399, 0.897, -0.813], [1.081, -0.288, -0.950], [0.508, -1.449, -0.621], [-0.750, -1.705, 0.070], [-1.397, -1.085, 1.082], [-0.898, -0.046, 2.056], [0.414, 0.300, 1.969], [0.517, 1.563, -2.815], [0.239, 2.797, -1.479], [1.827, 2.186, -1.738], [2.095, -0.176, -1.330], [1.000, -2.360, -0.942], [-1.158, -2.653, -0.266], [-2.401, -1.390, 1.391], [-1.570, 0.816, 1.811], [-1.185, -0.319, 3.059], [0.504, 1.023, 1.293]],
  "forces_ev_per_angstrom": [[-0.3, 0.2, -0.1], [0.6, 0.5, 0.0], [-0.6, -0.1, -0.1], [0.6, 0.2, 0.3], [-0.8, 0.0, 0.4], [0.8, -0.6, 0.2], [-2.4, 0.9, -1.8], [1.8, 1.5, -0.6], [0.1, 0.3, 0.8], [-0.2, -0.3, -0.3], [0.1, -0.5, 0.1], [-0.2, -0.3, -0.3], [0.4, 0.1, 0.2], [-0.6, 0.2, -0.2], [0.3, -0.5, -0.3], [0.3, 0.0, 0.4], [0.2, -0.4, 0.5], [-0.1, -1.3, 0.8]],
  "mulliken_charge": [-0.8046, -0.3162, -0.1907, -0.3019, -0.3392, -0.2928, -0.4393, -0.5463, 0.3070, 0.2421, 0.3524, 0.3642, 0.3495, 0.2936, 0.3552, 0.2323, 0.4092, 0.3254]
}

***

4.
{
  "formula": "C6H10O2",
  "method": "wB97M-V/def2-TZVPD",
  "e_lumo_ev": 0.79,
  "molar_mass_g_mol": 114.14,
  "spin_multiplicity": 1,
  "total_energy_ha": -385.0656,
  "smiles": "C=C(CO)CC(C)=O",
  "gap_ha": 0.3789,
  "charge": 0,
  "e_above_lowest_kj_mol": 96.5,
  "species": ["C", "C", "C", "O", "C", "C", "C", "O", "H", "H", "H", "H", "H", "H", "H", "H", "H", "H"],
  "positions_angstrom": [[-1.444, -1.779, -0.137], [-0.481, -0.885, -0.426], [0.922, -1.261, -0.833], [1.234, -2.595, -0.466], [-0.759, 0.599, -0.371], [-0.177, 1.219, 0.894], [0.637, 2.473, 0.718], [-0.355, 0.734, 2.012], [-2.440, -1.468, 0.164], [-1.264, -2.849, -0.190], [1.035, -1.164, -1.917], [1.659, -0.608, -0.354], [1.084, -2.654, 0.494], [-0.328, 1.085, -1.254], [-1.833, 0.818, -0.382], [0.903, 2.879, 1.699], [0.053, 3.220, 0.176], [1.553, 2.236, 0.171]],
  "forces_ev_per_angstrom": [[0.8, 0.4, -0.2], [-1.3, -0.3, 0.1], [-0.2, -0.5, 0.5], [0.0, -0.1, 0.1], [0.2, -0.2, 0.0], [-0.1, -0.4, 1.8], [-0.1, 0.1, 0.5], [0.2, 0.6, -1.9], [0.2, 0.1, -0.1], [0.1, 0.2, 0.0], [0.1, -0.1, 0.1], [-0.1, 0.4, -0.1], [0.1, -0.1, -0.5], [0.0, 0.1, 0.1], [0.1, -0.2, 0.1], [0.0, -0.1, -0.2], [0.2, -0.1, -0.2], [-0.1, 0.1, -0.2]],
  "mulliken_charge": [-1.0751, 0.6610, -0.3376, -0.5522, -0.8529, 0.7366, -1.1351, -0.5789, 0.2840, 0.3178, 0.3054, 0.2544, 0.3225, 0.2972, 0.4087, 0.3358, 0.3325, 0.2759]
}

***

5.
{
  "formula": "C6H10O2",
  "method": "wB97M-V/def2-TZVPD",
  "e_lumo_ev": 0.42,
  "molar_mass_g_mol": 114.14,
  "spin_multiplicity": 1,
  "total_energy_ha": -384.7923,
  "smiles": "CC1(C)[C@H]2OCO[C@@H]21",
  "gap_ha": 0.3289,
  "charge": 0,
  "e_above_lowest_kj_mol": 814.0,
  "species": ["C", "C", "C", "C", "O", "C", "O", "C", "H", "H", "H", "H", "H", "H", "H", "H", "H", "H"],
  "positions_angstrom": [[2.207, 0.859, -0.651], [1.218, -0.157, -0.112], [1.986, -0.894, 0.836], [-0.206, -0.098, -0.503], [-1.258, -1.027, -0.863], [-2.210, -0.156, -0.047], [-1.658, 1.080, 0.596], [-0.338, 0.391, 0.793], [3.034, 1.139, -0.063], [1.575, 1.914, -0.920], [2.534, 0.339, -1.588], [2.771, -1.200, 0.128], [1.272, -1.700, 0.960], [2.332, -0.136, 1.532], [-0.059, 0.599, -1.412], [-2.843, -0.633, 0.869], [-2.989, 0.133, -0.768], [-0.231, -0.560, 1.501]],
  "forces_ev_per_angstrom": [[-4.1, 2.3, -3.8], [0.1, 4.7, 0.8], [-0.5, -1.9, -1.2], [3.2, -1.6, -4.6], [-0.6, 2.2, 2.8], [-4.3, -0.3, 1.0], [1.5, -2.9, -0.2], [0.3, -0.4, 1.2], [0.8, -0.1, 1.0], [2.0, -2.9, 0.3], [0.2, 1.0, 0.3], [0.5, -0.7, 1.0], [0.9, -0.9, 2.0], [0.1, -1.0, 0.8], [-1.2, -0.2, 1.6], [2.1, 0.1, -2.2], [0.4, 0.2, 0.1], [-1.3, 2.4, -0.8]],
  "mulliken_charge": [-1.5200, 0.8742, -1.5257, 0.4728, -0.4018, -0.2632, -0.3298, -0.4690, 0.4684, 0.2818, 0.3914, 0.3558, 0.5283, 0.3494, 0.1044, 0.2096, 0.2791, 0.1944]
}

***

6.
{
  "formula": "C6H10O2",
  "method": "wB97M-V/def2-TZVPD",
  "e_lumo_ev": 0.26,
  "molar_mass_g_mol": 114.14,
  "spin_multiplicity": 1,
  "total_energy_ha": -384.9808,
  "smiles": "C/C=C\\O.C=CC=O",
  "gap_ha": 0.3284,
  "charge": 0,
  "e_above_lowest_kj_mol": 319.3,
  "species": ["C", "C", "C", "O", "H", "H", "H", "H", "H", "H", "C", "C", "C", "O", "H", "H", "H", "H"],
  "positions_angstrom": [[-1.672, 0.398, -1.150], [-0.973, -0.590, -0.275], [-0.904, -0.447, 1.100], [-1.692, 0.454, 1.765], [-2.744, 0.374, -0.933], [-1.529, 0.168, -2.203], [-1.318, 1.406, -0.922], [-0.700, -1.548, -0.694], [-0.710, -1.325, 1.708], [-1.432, 1.350, 1.483], [2.368, -0.921, -0.515], [1.469, 0.065, -0.466], [0.937, 0.636, 0.869], [0.662, 1.843, 0.893], [2.912, -1.172, -1.414], [2.583, -1.528, 0.354], [1.331, 0.720, -1.318], [1.411, 0.117, 1.719]],
  "forces_ev_per_angstrom": [[0.3, -0.2, 0.3], [-1.1, -0.1, 2.0], [-2.5, -1.5, -1.8], [0.7, 0.7, 0.0], [0.0, 0.0, 0.1], [0.1, 0.1, 0.0], [0.0, 0.1, -0.1], [0.6, 0.1, 0.0], [0.5, 0.2, 0.0], [0.0, 0.0, 0.2], [-0.5, 0.3, 0.1], [1.2, 0.3, 0.9], [2.5, 1.3, -2.4], [-0.7, -1.3, 0.5], [-0.1, 0.0, -0.1], [0.1, 0.0, 0.2], [-0.3, 0.0, -0.1], [-0.8, -0.2, 0.4]],
  "mulliken_charge": [-1.1694, 0.0836, -0.4977, -0.5104, 0.3160, 0.3538, 0.3290, 0.4384, 0.4374, 0.3680, -0.7430, -0.0711, 0.1098, -0.6077, 0.2749, 0.2325, 0.2926, 0.3633]
}

***

7.
{
  "formula": "C6H10O2",
  "method": "wB97M-V/def2-TZVPD",
  "e_lumo_ev": 0.81,
  "molar_mass_g_mol": 114.14,
  "spin_multiplicity": 1,
  "total_energy_ha": -385.0901,
  "smiles": "C=C(C)CCC(=O)O",
  "gap_ha": 0.3749,
  "charge": 0,
  "e_above_lowest_kj_mol": 32.2,
  "species": ["C", "C", "C", "C", "C", "C", "O", "O", "H", "H", "H", "H", "H", "H", "H", "H", "H", "H"],
  "positions_angstrom": [[-1.844, 0.454, 1.597], [-1.115, 0.344, 0.492], [-0.950, 1.557, -0.421], [-0.432, -0.909, 0.118], [1.159, -0.886, 0.366], [1.876, -0.384, -0.818], [2.190, 0.731, -1.148], [2.165, -1.433, -1.686], [-2.365, 1.343, 1.919], [-1.917, -0.382, 2.287], [-0.496, 2.428, 0.048], [-0.468, 1.311, -1.357], [-1.973, 1.884, -0.633], [-0.480, -1.193, -0.933], [-0.782, -1.726, 0.747], [1.451, -1.895, 0.626], [1.366, -0.249, 1.226], [2.618, -0.996, -2.429]],
  "forces_ev_per_angstrom": [[0.2, -0.7, 0.4], [0.0, 1.4, -0.2], [-1.2, -0.2, 0.2], [2.0, -0.8, 0.4], [-1.4, 0.6, 1.0], [0.9, -0.7, -1.8], [-0.3, -0.1, 0.7], [-0.1, 0.8, 0.5], [0.1, 0.3, -0.2], [-0.1, -0.1, -0.1], [0.4, -0.3, 0.1], [0.2, 0.1, -0.1], [0.1, 0.1, -0.3], [-0.7, 0.1, 0.0], [-0.2, -0.1, -0.2], [0.2, -0.1, -0.3], [0.0, 0.1, -0.1], [-0.2, -0.2, 0.1]],
  "mulliken_charge": [-1.0175, 0.8464, -1.3108, -0.9390, -0.5411, 0.5154, -0.5471, -0.4690, 0.3148, 0.2642, 0.2905, 0.3232, 0.4130, 0.4304, 0.3478, 0.3716, 0.3756, 0.3317]
}

***

8.
{
  "formula": "C6H10O2",
  "method": "wB97M-V/def2-TZVPD",
  "e_lumo_ev": [0.36, 0.36],
  "molar_mass_g_mol": 114.14,
  "spin_multiplicity": 1,
  "total_energy_ha": -384.9280,
  "gap_ha": [0.2835, 0.2835],
  "charge": 0,
  "e_above_lowest_kj_mol": 457.9,
  "species": ["C", "C", "C", "C", "C", "C", "O", "O", "H", "H", "H", "H", "H", "H", "H", "H", "H", "H"],
  "positions_angstrom": [[-0.008, -0.244, 0.886], [0.918, -1.393, 1.189], [0.300, 0.077, -1.098], [-1.866, 1.066, -0.640], [-0.874, 0.648, -1.528], [1.383, -0.453, -1.640], [0.409, 0.966, 1.520], [-1.754, 1.912, 0.387], [0.257, 0.905, 2.472], [-0.831, 1.910, 0.733], [-1.027, -0.503, 1.190], [-2.904, 1.010, -0.959], [-1.124, 0.619, -2.589], [0.617, -2.275, 0.624], [0.884, -1.651, 2.255], [1.943, -1.147, 0.913], [1.319, -1.051, -2.542], [2.357, -0.397, -1.174]],
  "forces_ev_per_angstrom": [[2.1, 0.4, -2.2], [-0.1, 0.1, 0.1], [0.0, -0.1, 4.2], [0.2, 1.3, -2.1], [-2.3, -0.5, 0.4], [0.4, -0.5, -0.4], [0.0, 0.1, 0.2], [0.1, -1.1, 0.4], [0.0, 0.0, 0.0], [-0.1, 0.0, 0.0], [-0.1, 0.3, -0.7], [0.0, 0.3, -0.1], [-0.3, -0.3, 0.1], [0.0, 0.0, 0.0], [0.0, 0.0, 0.0], [0.0, 0.0, 0.1], [0.1, 0.7, -0.6], [-0.1, -0.6, 0.5]],
  "mulliken_charge": [-0.0315, -1.3126, 0.5409, -0.2701, -0.4359, -0.9182, -0.5882, -0.4930, 0.3413, 0.4920, 0.3479, 0.3802, 0.3442, 0.3589, 0.3968, 0.2873, 0.2471, 0.3129]
}